The following is a DFT calculation (the ωB97M-V functional and the def2-TZVPD basis) of C20H34N2O in the gas phase.

Properties
- Molar mass: 318.50 Da
- Orbital gap: 8.839 eV
- Highest occupied orbital energy: -8.04 eV
- SMILES string: CC(C)CCN1CCN(CCCc2ccccc2)C[C@H]1CCO
- Calculated total energy: -26319.3181 eV
- ΔE to the lowest compared entry with this formula, charge and spin: 94.5 kJ/mol
- 2S+1: 1

Atoms and positions in Å:
1 C -1.713 -1.179 -1.106
2 C -3.382 -1.190 0.704
3 H 7.841 -1.580 1.911
4 H -4.902 0.241 0.111
5 H 1.604 0.483 -2.464
6 C 6.597 -1.800 0.182
7 H 4.030 1.707 -1.059
8 H 6.998 -2.768 -0.081
9 H 4.091 0.315 -2.150
10 H 0.041 1.852 0.430
11 H -7.164 -1.967 2.067
12 C -5.876 -1.657 0.362
13 H 6.916 0.631 2.500
14 H 2.567 -0.937 -0.640
15 C 6.551 0.106 1.630
16 H -3.733 2.654 0.901
17 C 3.982 0.617 -1.106
18 H 0.177 0.193 1.080
19 H 5.246 -1.750 -1.474
20 C 1.475 0.765 -1.414
21 C -6.272 -1.399 1.814
22 C -7.058 -1.360 -0.560
23 C -0.274 0.816 0.288
24 C -2.471 1.705 -0.579
25 N 0.129 0.391 -1.036
26 H 5.163 1.645 1.105
27 H -3.303 -2.284 0.718
28 H -3.458 -0.849 1.740
29 H -5.612 -2.716 0.255
30 C -4.667 -0.813 -0.055
31 C 5.084 0.018 -0.280
32 C 2.617 0.153 -0.589
33 H 1.537 1.856 -1.352
34 C 5.564 0.676 0.845
35 H -1.741 2.000 -1.333
36 C -3.002 2.950 0.132
37 H -2.105 0.940 1.423
38 H -7.344 -0.313 -0.482
39 H -3.507 3.601 -0.586
40 C 7.070 -1.134 1.300
41 H -2.198 -0.647 -1.940
42 H -1.966 -2.239 -1.179
43 H -3.308 1.232 -1.091
44 C -1.804 0.702 0.394
45 H 0.129 -1.312 -2.225
46 C -0.199 -1.005 -1.229
47 H -6.485 -0.343 1.965
48 H -7.916 -1.971 -0.291
49 H -4.495 -0.961 -1.124
50 O -1.995 3.749 0.707
51 H -5.478 -1.694 2.495
52 H -1.512 3.217 1.348
53 H -6.801 -1.569 -1.596
54 N -2.128 -0.695 0.191
55 H 0.288 -1.651 -0.479
56 C 5.610 -1.227 -0.600
57 H 2.513 0.445 0.458